Entry 1:
Entry from the OMol25 dataset: a single C4H7N3O molecule (wB97M-V/def2-TZVPD).

Calculated values
E_LUMO: -0.0080 hartree
ΔE to the lowest compared entry with this formula, charge and spin: 666.4 kJ/mol
Kohn-Sham gap: 8.4 eV
Structure (SMILES): [H]\N=C(N)/C=C\C=N\O
Strongest force on any atom: 0.20019 Eh/bohr

```
! wB97M-V def2-TZVPD RIJCOSX def2/J DEFGRID3
* xyz 0 1
C 1.38 -0.37 -0.02
C 0.78 1.11 0.09
C -0.40 1.50 0.03
C -1.53 0.78 0.02
H -0.28 -1.40 -0.08
H 1.34 -2.40 -0.07
H 3.40 0.44 0.21
H 1.72 1.86 0.04
H -0.54 2.64 -0.32
H -2.53 1.20 -0.39
H -2.53 -1.92 0.28
N 0.66 -1.59 0.08
N 2.81 -0.53 -0.09
N -1.58 -0.32 0.44
O -2.71 -0.98 -0.23
*
```

Charges computed using Löwdin, reported in e: -0.3432, -0.0466, -0.1761, -0.2634, -0.0171, 0.1387, 0.0783, 0.1468, 0.1672, 0.1729, 0.1750, 0.0859, -0.0180, -0.0077, -0.0927

=====

Entry 2:
Entry from the OMol25 dataset: a single CH3N2OP molecule (wB97M-V/def2-TZVPD).

Calculated values
E_LUMO (alpha / beta): -0.0488 / -0.0488 hartree
ΔE to the lowest compared entry with this formula, charge and spin: 315.5 kJ/mol
Kohn-Sham gap (alpha / beta): 7.9 / 7.9 eV
Strongest force on any atom: 0.09476 Eh/bohr

```
! wB97M-V def2-TZVPD RIJCOSX def2/J DEFGRID3
* xyz 0 1
C -0.13 0.24 0.28
N 0.78 0.04 -0.66
N 2.74 -1.57 0.17
O 3.07 1.32 0.09
P 2.61 -0.07 -0.03
H 0.19 0.92 0.94
H -1.20 -0.11 0.39
H 0.70 -0.76 -1.27
*
```

Charges computed using Löwdin, reported in e: 0.0571, -0.0575, -0.3144, -0.3815, 0.4598, 0.0315, 0.1242, 0.0807

=====

Entry 3:
Entry from the OMol25 dataset: a molecular structure, C55H36Cl4N6OPd (wB97M-V/def2-TZVPD).

Calculated values
E_LUMO: -0.0362 hartree
Kohn-Sham gap: 6.1 eV
Strongest force on any atom: 0.00224 Eh/bohr

```
! wB97M-V def2-TZVPD RIJCOSX def2/J DEFGRID3
* xyz 0 1
Pd -0.20 1.53 0.51
Cl -6.51 7.31 -3.47
C -5.36 6.24 -2.73
C -4.34 6.77 -1.96
C -3.42 5.91 -1.38
C -3.51 4.54 -1.55
C -4.54 4.03 -2.34
C -5.47 4.88 -2.93
C -2.51 3.62 -0.93
C -1.22 3.62 -1.45
C -0.81 4.40 -2.59
C 0.49 4.10 -2.82
C 0.89 3.15 -1.81
C 2.17 2.63 -1.70
C 3.20 3.06 -2.70
C 3.64 2.18 -3.68
C 4.59 2.57 -4.61
C 5.09 3.86 -4.56
Cl 6.27 4.36 -5.73
C 4.67 4.75 -3.60
C 3.72 4.35 -2.67
C 2.57 1.72 -0.72
N 1.77 1.20 0.26
C 2.55 0.34 0.98
C 2.14 -0.46 2.03
C 3.12 -1.41 2.61
C 3.72 -1.18 3.85
C 4.62 -2.09 4.38
C 4.91 -3.24 3.67
Cl 6.03 -4.40 4.34
C 4.33 -3.50 2.44
C 3.43 -2.58 1.92
C 0.84 -0.50 2.51
C 0.41 -1.34 3.60
C -0.92 -1.14 3.75
C -1.31 -0.17 2.75
N -0.23 0.21 2.03
C -2.61 0.30 2.60
C -2.99 1.26 1.67
C -4.32 1.79 1.56
C -4.29 2.74 0.59
C -2.94 2.78 0.09
N -2.17 1.87 0.77
C -3.67 -0.27 3.49
C -4.13 0.46 4.58
C -5.11 -0.06 5.42
C -5.61 -1.33 5.17
Cl -6.83 -1.99 6.21
C -5.16 -2.07 4.09
C -4.19 -1.53 3.26
C 3.90 0.36 0.46
C 3.91 1.21 -0.59
N -0.17 2.86 -1.00
H -4.26 7.84 -1.82
H -2.62 6.33 -0.78
H -4.62 2.96 -2.49
H -6.27 4.48 -3.54
H -1.44 5.07 -3.14
H 1.12 4.48 -3.60
H 3.24 1.17 -3.70
H 4.93 1.88 -5.37
H 5.08 5.75 -3.57
H 3.38 5.04 -1.91
H 3.48 -0.27 4.39
H 5.09 -1.91 5.34
H 4.56 -4.41 1.91
H 2.95 -2.76 0.96
H 1.05 -2.00 4.16
H -1.59 -1.60 4.46
H -5.17 1.48 2.14
H -5.10 3.36 0.25
H -3.73 1.44 4.78
H -5.47 0.50 6.27
H -5.57 -3.05 3.90
H -3.84 -2.10 2.41
H 4.72 -0.22 0.86
H 4.74 1.48 -1.21
C -0.46 -5.40 -2.76
N 0.55 -4.37 -2.57
N 0.43 -3.68 -1.36
C 0.71 -2.32 -1.55
O 0.86 -1.52 -0.64
C 0.83 -2.17 -2.99
C 0.70 -3.39 -3.55
C 0.69 -3.77 -4.98
C 0.73 -4.36 -0.15
C 0.15 -3.91 1.03
C 0.44 -4.56 2.22
C 1.29 -5.66 2.24
C 1.86 -6.10 1.06
C 1.59 -5.46 -0.14
H -0.40 -6.12 -1.95
H -0.27 -5.92 -3.70
H -1.47 -4.97 -2.78
H 1.04 -1.24 -3.49
H 1.00 -2.92 -5.59
H -0.31 -4.07 -5.31
H 1.37 -4.60 -5.17
H -0.50 -3.04 1.01
H -0.01 -4.20 3.14
H 1.51 -6.16 3.17
H 2.53 -6.95 1.06
H 2.04 -5.78 -1.06
*
```

Atom charges from the Löwdin analysis, given in e for atoms 1 to 99: 1.0672, 0.6593, -0.6710, -0.0960, -0.0224, -0.2117, -0.0264, -0.0959, -0.0737, -0.2264, 0.0076, 0.0073, -0.2247, -0.0720, -0.2138, -0.0232, -0.0959, -0.6706, 0.6589, -0.0952, -0.0228, -0.2228, 0.0043, -0.2394, -0.0753, -0.2067, -0.0206, -0.0973, -0.6668, 0.6536, -0.0935, -0.0131, -0.2293, -0.0048, 0.0067, -0.2255, 0.0105, -0.0760, -0.2258, 0.0092, 0.0061, -0.2259, -0.0020, -0.2190, -0.0210, -0.0954, -0.6708, 0.6590, -0.0964, -0.0204, 0.0171, 0.0125, -0.0018, 0.1060, 0.1267, 0.1277, 0.1059, 0.1136, 0.1129, 0.1222, 0.1053, 0.1062, 0.1280, 0.1264, 0.1049, 0.1039, 0.1189, 0.1140, 0.1150, 0.1138, 0.1123, 0.1284, 0.1061, 0.1055, 0.1258, 0.1164, 0.1132, -0.0160, -0.0909, 0.0382, -0.4048, 0.0578, 0.0741, -0.2769, -0.0187, -0.2059, -0.0083, -0.0754, -0.0898, -0.0872, -0.0295, 0.0836, 0.0865, 0.1027, 0.1145, 0.0849, 0.0858, 0.0899, 0.1170

=====

Entry 4:
Entry from the OMol25 dataset: a single C4H6N2 molecule (wB97M-V/def2-TZVPD).

Calculated values
E_LUMO: 0.0386 hartree
ΔE to the lowest compared entry with this formula, charge and spin: 492.3 kJ/mol
Kohn-Sham gap: 10.0 eV
Structure (SMILES): C=C1N2N[C@]12C
Strongest force on any atom: 0.07035 Eh/bohr

```
! wB97M-V def2-TZVPD RIJCOSX def2/J DEFGRID3
* xyz 0 1
C -0.39 -1.14 -0.58
C -0.11 -1.55 -1.80
C -0.55 0.07 0.26
C 0.45 0.97 0.81
N -1.78 -0.38 0.76
N -0.60 -1.31 0.81
H -0.19 -2.65 -2.12
H -0.14 -0.72 -2.54
H 0.71 0.44 1.74
H 0.24 2.03 0.94
H 1.26 0.88 0.21
H -1.93 -0.04 1.75
*
```

Charges computed using Löwdin, reported in e: -0.2758, 0.0387, -0.4390, -0.0089, 0.0841, 0.0854, 0.0857, 0.0720, 0.1015, 0.0925, 0.0417, 0.1220

=====

Q: Which value of strongest force on any atom does entry 3 give?
A: 0.00224 Eh/bohr